(1)
C21H40Cl3N4O3SSiW | the ωB97M-V functional and the def2-TZVPD basis

ΔE to the lowest compared entry with this formula, charge and spin   24.31 kJ/mol
HOMO level (spin up / spin down)   -16.5 / -16.5 eV

ORCA input file:
```
! RIJCOSX wB97M-V def2-TZVPD def2/J DEFGRID3
* xyz 3 1
C -1.6125 -1.9766 -3.0508
C -1.0374 -2.6499 -1.8505
H -1.4625 -2.5837 -3.9497
H -1.1651 -0.9827 -3.2249
H -2.7013 -1.8503 -2.9338
C -0.4347 -3.8523 -1.8650
C -0.1935 -4.6495 -3.0952
H -0.1729 -4.3484 -0.9276
H 0.0246 -4.0108 -3.9546
H -1.0596 -5.2745 -3.3388
H 0.6612 -5.3139 -2.9429
W 0.3310 0.6963 0.5921
Cl -2.0326 0.6436 1.0788
Cl 1.8281 2.4717 0.0398
H 0.7176 5.1772 4.3168
H -1.3947 6.1184 3.3051
C 0.9553 4.7041 3.3624
C -1.1065 5.6592 2.3498
N -0.2680 4.4965 2.5973
H 1.4761 3.7628 3.5312
C -0.5596 3.3105 2.0714
O 0.1636 2.2989 2.3286
H -2.0016 5.3401 1.8013
H -1.4571 3.2515 1.4258
H 1.6188 5.3790 2.8178
H -0.5465 6.3889 1.7495
H 1.3037 -1.4635 -2.3406
H 2.4004 -4.1353 -1.2433
C 2.3524 -1.2685 -2.0694
C 3.2257 -3.4162 -1.1759
N 2.7266 -2.0785 -0.9145
H 2.4736 -0.2063 -1.8334
C 2.8177 -1.5015 0.3129
O 2.5575 -0.2961 0.5058
H 3.9002 -3.7333 -0.3727
H 3.1305 -2.1827 1.1385
H 2.9841 -1.5465 -2.9206
H 3.7444 -3.4323 -2.1384
O -0.1539 -0.8624 -0.6292
C -1.1648 -1.8262 -0.5621
C 0.2415 -3.0956 1.0537
C -1.0238 -2.6438 0.7202
H 1.0880 -2.9381 0.3639
C 0.4262 -3.9102 2.1781
H -2.1479 -1.3328 -0.5731
C -2.1288 -3.0294 1.4793
H 1.4404 -4.1731 2.4842
C -0.6841 -4.4235 2.8470
C -1.9673 -3.9711 2.4965
H -3.0963 -2.6115 1.1835
H -0.5449 -5.1500 3.6584
H -2.8542 -4.3408 3.0108
Si -0.4088 3.3524 -2.9766
Cl -0.2279 1.2962 -2.1149
C 1.3829 3.8661 -3.2056
C -1.6315 3.9915 -1.6883
C -1.0846 3.8263 -4.6932
H 2.0655 3.0153 -3.0622
H 1.6707 4.6899 -2.5396
H 1.5301 4.2104 -4.2426
H -0.3914 3.5423 -5.4957
H -1.1737 4.9276 -4.7167
H -2.0740 3.4263 -4.9446
H -1.6858 3.3405 -0.7972
H -2.6430 3.9976 -2.1391
H -1.3914 5.0201 -1.3750
N -0.4817 -1.7677 4.7464
C -0.2296 -0.6602 4.0219
N -0.7891 0.4881 4.4053
S 0.8349 -0.7416 2.6501
H -0.8968 -1.6712 5.6678
H -0.0257 -2.6430 4.4864
H -0.5611 1.3491 3.9016
H -1.4052 0.5070 5.2177
*
```

---

(2)
C3H9N | the ωB97M-V functional and the def2-TZVPD basis

ΔE to the lowest compared entry with this formula, charge and spin   178.15 kJ/mol
HOMO level (spin up / spin down)   -13.4 / -13.4 eV

ORCA input file:
```
! RIJCOSX wB97M-V def2-TZVPD def2/J DEFGRID3
* xyz 1 2
N -0.2622 -2.7342 1.5462
H -1.1643 -2.6191 1.0964
H 0.4361 -2.3032 0.9533
H -0.2843 -2.2721 2.4475
C -1.0958 0.8899 -0.4837
C 0.3374 0.6975 -0.5686
C 1.2644 1.7079 -0.8354
H -1.4452 0.5884 -1.4833
H -1.3735 1.8961 -0.1696
H -1.5443 0.1599 0.2108
H 0.7258 -0.3112 -0.4373
H 2.2006 1.4842 -1.3571
H 1.0901 2.7372 -0.5409
*
```

---

(3)
C11H9Cl4N2O3OsS | the ωB97M-V functional and the def2-TZVPD basis

ΔE to the lowest compared entry with this formula, charge and spin   1.23 kJ/mol
HOMO level (spin up / spin down)   -11.6 / -11.4 eV

ORCA input file:
```
! RIJCOSX wB97M-V def2-TZVPD def2/J DEFGRID3
* xyz 1 1
Os -0.1381 -0.1116 1.0539
Cl 2.9961 5.6316 -0.8165
C 2.6270 3.9966 -0.4928
C 3.6049 2.9937 -0.7665
Cl 5.1216 3.4480 -1.4113
C 3.3400 1.6657 -0.5159
Cl 4.4603 0.4094 -0.8167
C 2.0810 1.3399 0.0081
O 1.6646 0.1419 0.3347
C 1.1187 2.3184 0.2672
O 0.0015 1.8399 0.7569
C 1.3889 3.6709 0.0256
Cl 0.1840 4.8326 0.3724
S -2.0203 0.0906 1.8469
C -1.4544 -2.5985 0.0387
N -2.2552 -2.5972 -1.0053
C -3.5176 -3.2974 -0.7165
C -3.2705 -3.8496 0.7088
N -1.9505 -3.2940 1.0333
H -2.0815 -2.0587 -1.8374
H -3.6899 -4.0864 -1.4441
H -4.3494 -2.5963 -0.7486
H -3.2361 -4.9366 0.7320
H -4.0156 -3.5033 1.4216
H -1.4460 -3.4144 1.8992
C 0.7821 -2.2355 -1.0696
C -0.1078 -1.9571 0.1182
O 0.3928 -1.9702 1.3659
H 0.8083 -3.3095 -1.2686
H 1.7883 -1.8899 -0.8545
H 0.4226 -1.7254 -1.9643
*
```

---

(4)
C6H13N2 | the ωB97M-V functional and the def2-TZVPD basis

SMILES string   C=C(CN)[N+]1(C)CC1
ΔE to the lowest compared entry with this formula, charge and spin   343.29 kJ/mol
HOMO level   -13.6 eV

ORCA input file:
```
! RIJCOSX wB97M-V def2-TZVPD def2/J DEFGRID3
* xyz 1 1
C -0.0905 2.2042 -0.2021
C -0.2796 0.8819 -0.1932
C -1.8125 0.2005 -0.1311
N -1.8277 -0.5618 1.1108
N 0.7466 -0.0466 -0.1057
C 0.8269 -0.6218 -1.5800
C 1.0508 -1.0639 0.9624
C 2.0484 -0.0214 0.5632
H 0.9619 2.5378 -0.1823
H -0.9375 2.9214 -0.3132
H -2.6161 0.9601 -0.3503
H -1.8444 -0.6139 -0.8348
H -1.7130 0.0416 1.9342
H -2.7334 -1.1505 1.1999
H -0.0710 -1.2711 -1.6403
H 0.8947 0.2167 -2.3177
H 1.8086 -1.2381 -1.6115
H 1.2355 -2.0855 0.6088
H 0.3294 -1.0403 1.6741
H 2.3345 0.7766 1.1946
H 2.8835 -0.3688 -0.1354
*
```

---

(5)
C23H47N2O11P2S | the ωB97M-V functional and the def2-TZVPD basis

HOMO level   -4.2 eV

ORCA input file:
```
! RIJCOSX wB97M-V def2-TZVPD def2/J DEFGRID3
* xyz -1 1
C -7.7297 -4.6302 0.1742
C -6.5356 -4.9025 0.1931
C -5.0042 -5.0474 -0.0894
N -4.3320 -3.8538 -0.6309
C -5.1746 -3.0334 -1.5095
S -5.6036 -4.0723 -2.9866
C -7.1100 -3.4071 -3.8226
C -8.1548 -4.6329 -3.9196
C -3.5917 -3.0670 0.3787
C -2.3020 -2.3652 -0.2269
C -1.8277 -2.9201 -1.6354
C -1.4283 -4.4395 -1.6569
N -0.6249 -5.1160 -0.6408
O -1.8170 -5.1234 -2.6137
C -4.5376 -2.0417 1.1827
O -5.1833 -2.4257 2.1989
O -4.7086 -0.7817 0.7788
H -8.7700 -4.3099 0.4406
H -4.8748 -5.8995 -0.8365
H -4.5372 -5.4366 0.8730
H -4.5124 -2.1922 -1.9002
H -6.0525 -2.5246 -1.0135
H -7.5670 -2.5041 -3.3296
H -6.8275 -3.1757 -4.9015
H -7.7407 -5.4537 -4.5922
H -9.1712 -4.2666 -4.2399
H -8.1604 -5.0919 -2.8754
H -3.2127 -3.7829 1.1833
H -1.4118 -2.3446 0.4741
H -2.5842 -1.2697 -0.3869
H -2.5403 -2.7467 -2.4877
H -0.8788 -2.3391 -1.9030
H -0.3175 -5.9904 -1.0991
H -1.2868 -5.4473 0.0836
O -1.6099 1.3951 -0.2698
P -1.6529 2.8012 0.2944
O -1.9704 3.5783 -1.1318
C -3.2872 3.4794 -1.6653
C -4.2516 4.3868 -0.9226
O -0.0031 2.9778 0.3405
C 0.8327 1.8676 0.6619
C 1.4958 1.3473 -0.5973
O -1.7864 4.2840 1.1066
C -0.7897 5.3008 1.1232
C -0.5256 5.9483 -0.2198
H -3.6296 2.4410 -1.6388
H -3.2319 3.7837 -2.7135
H -4.3780 4.0543 0.1112
H -5.2316 4.3831 -1.4049
H -3.8760 5.4113 -0.8894
H 0.2698 1.0832 1.1721
H 1.5960 2.2229 1.3613
H 0.7625 1.1154 -1.3722
H 2.0793 0.4476 -0.3887
H 2.1610 2.1066 -1.0170
H 0.1299 4.9317 1.5814
H -1.1708 6.0712 1.8014
H -0.0251 5.2616 -0.9044
H 0.1203 6.8214 -0.0965
H -1.4565 6.2658 -0.6932
O 4.9674 0.6641 1.5137
P 6.3061 0.6421 2.2323
O 6.5710 2.2752 2.2118
C 5.8184 3.0867 3.1069
C 6.3572 2.9895 4.5232
O 7.1723 0.2089 0.8873
C 6.6148 -0.6838 -0.0771
C 6.1868 0.0949 -1.3049
O 7.7170 0.4454 3.1487
C 9.0454 0.4985 2.6313
C 9.4621 1.8532 2.0997
H 4.7609 2.8093 3.0714
H 5.9025 4.1168 2.7533
H 6.2151 1.9818 4.9238
H 5.8416 3.6940 5.1798
H 7.4277 3.1994 4.5483
H 5.7852 -1.2546 0.3450
H 7.3945 -1.4020 -0.3482
H 5.5133 0.9140 -1.0463
H 5.6850 -0.5551 -2.0250
H 7.0561 0.5477 -1.7883
H 9.2035 -0.2907 1.8942
H 9.6965 0.2509 3.4755
H 8.9343 2.1020 1.1777
H 10.5323 1.8581 1.8794
H 9.2506 2.6421 2.8239
*
```

---

(6)
C4H12N2S2 | the ωB97M-V functional and the def2-TZVPD basis

ΔE to the lowest compared entry with this formula, charge and spin   798.08 kJ/mol
HOMO level   -8.8 eV

ORCA input file:
```
! RIJCOSX wB97M-V def2-TZVPD def2/J DEFGRID3
* xyz 0 1
S -3.1053 0.0350 -1.8390
S 2.2438 -0.5519 1.4262
C 1.2508 -0.6768 0.1029
C -0.2188 -0.9587 0.2853
C -0.1674 0.5300 -0.2487
N 0.3774 1.6289 0.6670
C 1.4141 2.3241 0.0998
N -0.9853 -1.8117 -0.5416
H 0.1354 -1.3484 3.6148
H 0.6139 -1.1439 3.0982
H 1.7923 -0.8805 -0.8814
H -0.7053 -1.0169 1.2555
H -1.2667 0.6423 -0.5144
H 0.2632 0.7066 -1.2359
H 0.7314 1.1753 1.4814
H 1.0740 2.9282 -0.6469
H 2.1854 1.6902 -0.3699
H 1.9190 3.0157 0.7680
H -1.8461 -1.3085 -0.9220
H -0.5304 -2.2224 -1.3551
*
```

---

(7)
C17H41N2O4P | the ωB97M-V functional and the def2-TZVPD basis

SMILES string   C=CC(=O)OCCCCCC[PH4].COC[C@@H](C)N.COC[C@@H](C)N
HOMO level   -8.0 eV

ORCA input file:
```
! RIJCOSX wB97M-V def2-TZVPD def2/J DEFGRID3
* xyz 0 1
C -4.5504 -0.5669 -0.5326
C -3.8159 -0.3064 -1.6506
C -2.4238 -0.8157 -1.8715
O -2.1443 -1.8721 -2.3993
O -1.5316 0.0778 -1.4288
C -0.2125 -0.4365 -1.1828
C 0.3134 0.1951 0.1041
C 1.8413 0.1009 0.1657
C 2.3482 0.2194 1.6140
C 3.7337 0.8898 1.7031
C 3.7235 2.2753 2.3485
P 2.7668 3.5851 1.3656
H -4.8793 -1.5480 -0.2076
H -4.9182 0.2590 0.0706
H -4.2466 0.2634 -2.4733
H 0.4539 -0.1343 -1.9898
H -0.2101 -1.5124 -1.0547
H -0.0562 1.2110 0.2339
H -0.0756 -0.3868 0.9437
H 2.0967 -0.8764 -0.2509
H 2.2844 0.8693 -0.4695
H 1.6194 0.8254 2.1514
H 2.3581 -0.7725 2.0602
H 4.2018 0.9313 0.7184
H 4.3726 0.2489 2.3132
H 3.3611 2.2517 3.3806
H 4.7635 2.6141 2.3979
H 3.8046 3.5754 0.3783
H 2.8114 4.5097 2.4521
H 1.6014 2.7721 1.2825
H 2.0793 4.6160 0.5792
C 4.7976 2.3313 -6.0351
O 3.4908 2.5115 -5.5234
C 2.9509 1.4012 -4.8357
C 3.4343 1.2366 -3.3881
C 4.8538 0.6914 -3.2641
N 3.3409 2.4890 -2.6309
H 4.9574 1.3056 -6.3800
H 5.5550 2.5940 -5.2930
H 4.9147 3.0063 -6.8823
H 1.8724 1.5772 -4.8101
H 3.1092 0.4804 -5.4132
H 2.7663 0.5088 -2.9155
H 5.6051 1.4583 -3.4490
H 5.0236 0.3183 -2.2537
H 5.0246 -0.1330 -3.9589
H 2.3703 2.7915 -2.6114
H 3.8111 3.2120 -3.1690
C -6.1844 -3.6309 5.3633
O -5.4398 -2.4477 5.1452
C -4.3230 -2.5836 4.2894
C -4.6491 -2.5874 2.7894
C -5.2592 -3.8937 2.2901
N -5.5325 -1.4789 2.4147
H -5.5389 -4.5135 5.3929
H -6.9550 -3.7621 4.6003
H -6.6840 -3.5318 6.3264
H -3.6986 -1.7100 4.4934
H -3.7341 -3.4678 4.5686
H -3.6999 -2.4506 2.2616
H -6.3162 -3.9754 2.5413
H -5.1863 -3.9496 1.2038
H -4.7388 -4.7590 2.7048
H -5.0724 -0.6009 2.6396
H -6.3362 -1.5004 3.0370
*
```

---

(8)
C44H62F5IN2O12 | the ωB97M-V functional and the def2-TZVPD basis

SMILES string   CC(=O)OCCCCc1c(CCCI)c2c(c(N(C)C(C)=O)c1C(F)(F)c1cccc(C(F)(F)F)c1)C(=O)C(O)=C(CCN)C2=O.COCCOCCOC.COCCOCCOC
HOMO level   -9.1 eV

ORCA input file:
```
! RIJCOSX wB97M-V def2-TZVPD def2/J DEFGRID3
* xyz 0 1
C 8.8499 -3.2845 0.7158
C 7.6817 -4.1529 0.3658
O 7.5379 -5.2349 0.8373
O 6.8011 -3.6415 -0.5344
C 5.5501 -3.2121 0.0578
C 5.6962 -1.8993 0.8131
C 4.4421 -1.0186 0.7572
C 3.6061 -1.0632 2.0514
C 2.7181 0.1531 2.2039
C 1.3679 0.0365 1.8122
C 0.8265 -1.2320 1.1798
C -0.0642 -2.0253 2.1636
C 0.3055 -3.5028 2.2411
I -0.3162 -4.2996 4.1487
C 0.5012 1.1188 2.0224
C 0.9945 2.3049 2.5638
C 2.3419 2.4354 2.9009
N 2.8629 3.6567 3.4584
C 2.3109 4.0628 4.7514
C 3.0374 4.6691 2.5145
C 3.5243 5.9978 2.9970
O 2.8307 4.4741 1.3431
C 3.2206 1.3582 2.7267
C 4.6715 1.5958 3.1378
F 5.4579 0.4848 3.0397
F 4.6753 1.8958 4.4730
C 5.3906 2.6875 2.3645
C 5.1822 2.8562 1.0022
C 5.8699 3.8633 0.3315
C 6.7368 4.7084 1.0107
C 6.9437 4.5415 2.3773
C 7.8642 5.4496 3.1304
F 9.1499 5.2225 2.7950
F 7.7744 5.2971 4.4546
F 7.6190 6.7404 2.8591
C 6.2622 3.5299 3.0527
C -0.0039 3.4074 2.7787
O 0.2115 4.5788 2.6462
C -1.3607 2.9388 3.1551
O -2.0747 3.7251 4.0280
C -1.8608 1.8144 2.6423
C -3.2424 1.3247 2.9898
C -3.5271 -0.1687 2.7246
N -4.3100 -0.4260 1.5197
C -0.9675 1.0775 1.7021
O -1.4349 0.5308 0.7348
H 8.4758 -2.4056 1.2335
H 9.5459 -3.8371 1.3300
H 9.3642 -2.9589 -0.1848
H 4.8655 -3.1284 -0.7781
H 5.2232 -4.0318 0.6967
H 6.5041 -1.3609 0.3214
H 6.0039 -2.0923 1.8371
H 3.7956 -1.4364 -0.0173
H 4.6547 -0.0026 0.4462
H 4.2460 -1.1996 2.9086
H 3.0238 -1.9737 2.0047
H 0.2453 -0.9204 0.3216
H 1.6089 -1.8702 0.7910
H 0.0457 -1.5874 3.1518
H -1.1073 -1.9506 1.8856
H -0.2368 -4.0908 1.5133
H 1.3713 -3.6720 2.1811
H 3.0764 4.5027 5.3865
H 1.9205 3.2030 5.2849
H 1.5057 4.7874 4.6747
H 3.8258 6.5503 2.1152
H 4.3883 5.9208 3.6509
H 2.7262 6.5677 3.4637
H 4.4968 2.2035 0.4859
H 5.7416 4.0127 -0.7292
H 7.2506 5.5011 0.4874
H 6.4376 3.4245 4.1085
H -2.0122 3.3068 4.8941
H -3.9475 1.9299 2.4204
H -3.4501 1.5518 4.0320
H -4.0759 -0.5729 3.5708
H -2.6040 -0.7220 2.6261
H -3.8481 -0.0468 0.7011
H -5.2001 0.0508 1.5921
C -8.5713 2.3393 -2.9113
O -7.2182 2.7268 -2.9998
C -6.6309 3.0792 -1.7602
C -5.2479 2.4871 -1.5848
O -5.2009 1.0806 -1.4052
C -5.5188 0.2285 -2.4977
C -4.5377 0.2484 -3.6489
O -4.6100 1.4599 -4.3864
C -3.3573 1.9676 -4.7867
H -9.2250 3.2128 -2.8096
H -8.8248 1.8153 -3.8319
H -8.7400 1.6595 -2.0691
H -7.2645 2.7619 -0.9246
H -6.5398 4.1726 -1.7260
H -4.8448 2.8995 -0.6551
H -4.5757 2.8072 -2.3823
H -6.5389 0.3965 -2.8468
H -5.4937 -0.7806 -2.0791
H -4.7881 -0.5772 -4.3255
H -3.5263 0.0829 -3.2621
H -2.6220 1.9102 -3.9767
H -3.4957 3.0160 -5.0498
H -2.9767 1.4320 -5.6637
C -1.9700 -5.4191 -6.5078
O -2.5371 -5.6230 -5.2321
C -2.1911 -4.6366 -4.2765
C -3.3804 -4.1822 -3.4564
O -4.3493 -3.4160 -4.1546
C -5.1560 -4.0477 -5.1372
C -6.1454 -5.0682 -4.6152
O -5.5060 -6.2538 -4.1761
C -6.0453 -6.7991 -2.9920
H -0.9174 -5.7226 -6.5233
H -2.5237 -6.0334 -7.2166
H -2.0508 -4.3725 -6.8203
H -1.7376 -3.7655 -4.7619
H -1.4518 -5.0717 -3.5914
H -2.9943 -3.5066 -2.6881
H -3.8417 -5.0190 -2.9297
H -4.5481 -4.4659 -5.9410
H -5.7410 -3.2358 -5.5776
H -6.8262 -5.3329 -5.4348
H -6.7336 -4.6189 -3.8076
H -6.2409 -6.0234 -2.2442
H -5.3090 -7.4906 -2.5840
H -6.9696 -7.3501 -3.1974
*
```